{
  "formula": "C28H21BF6S2",
  "method": "ωB97M-V with the def2-TZVPD basis set",
  "species": ["F", "C", "C", "C", "C", "C", "F", "C", "B", "C", "C", "F", "C", "C", "C", "C", "F", "C", "C", "F", "C", "C", "C", "C", "F", "H", "H", "H", "H", "H", "H", "H", "H", "H", "H", "C", "C", "C", "C", "C", "S", "C", "C", "C", "S", "C", "C", "H", "H", "H", "H", "H", "H", "H", "H", "H", "H", "H"],
  "positions_angstrom": [[-1.864, -2.898, 1.588], [-1.042, -3.065, 0.508], [-1.133, -4.285, -0.144], [-0.286, -4.508, -1.231], [0.603, -3.537, -1.688], [0.613, -2.325, -0.998], [1.450, -1.369, -1.528], [-0.203, -2.011, 0.092], [0.066, -0.626, 0.837], [-0.893, -0.314, 2.102], [-2.264, -0.053, 1.967], [-2.817, -0.239, 0.709], [-3.074, 0.380, 3.010], [-2.544, 0.447, 4.304], [-1.232, -0.037, 4.541], [-0.481, -0.478, 3.447], [0.745, -1.087, 3.725], [1.555, -0.250, 1.218], [1.927, 1.028, 1.629], [0.915, 1.905, 1.978], [3.243, 1.441, 1.848], [4.275, 0.483, 1.746], [3.956, -0.864, 1.473], [2.600, -1.180, 1.304], [2.288, -2.512, 1.359], [-0.200, 0.426, -0.191], [-1.903, -4.996, 0.179], [-0.314, -5.489, -1.718], [1.248, -3.681, -2.571], [-4.113, 0.623, 2.764], [-3.142, 0.885, 5.112], [-0.796, -0.103, 5.546], [3.422, 2.479, 2.101], [5.315, 0.743, 1.940], [4.705, -1.667, 1.425], [0.005, -0.922, -5.051], [-1.057, -1.107, -4.139], [-1.107, -0.326, -2.981], [-0.085, 0.590, -2.695], [-0.266, 1.257, -1.319], [1.068, 2.294, -0.882], [0.221, 3.912, -0.474], [-1.252, 4.155, -0.154], [-1.884, 2.830, 0.212], [-1.948, 1.812, -1.271], [0.922, 0.847, -3.626], [1.026, 0.016, -4.784], [0.068, -1.568, -5.949], [-1.866, -1.832, -4.303], [-1.927, -0.448, -2.245], [0.781, 4.288, 0.420], [0.541, 4.534, -1.365], [-1.356, 4.816, 0.718], [-1.740, 4.607, -1.017], [-1.326, 2.279, 0.983], [-2.945, 2.898, 0.509], [1.643, 1.669, -3.477], [1.858, 0.130, -5.497]],
  "nbo_charge": [-0.3401, 0.5301, -0.3301, -0.1689, -0.2949, 0.4586, -0.3461, -0.4776, 0.5184, -0.4308, 0.4337, -0.3464, -0.3151, -0.1794, -0.3238, 0.5187, -0.3491, -0.4781, 0.4610, -0.3601, -0.3225, -0.1669, -0.3303, 0.5433, -0.3400, 0.1277, 0.2344, 0.2179, 0.2353, 0.2304, 0.2228, 0.2356, 0.2291, 0.2208, 0.2348, -0.2047, -0.2077, -0.1984, -0.1166, -0.3640, 0.3300, -0.5230, -0.4257, -0.5497, 0.3459, -0.1326, -0.2231, 0.2185, 0.2229, 0.2384, 0.2324, 0.2293, 0.2206, 0.2199, 0.2485, 0.2393, 0.2255, 0.2220],
  "lumo_energy_ev": -0.8,
  "e_tot_ha": -2499.92381,
  "homo_energy_ev": -8.47
}



{
  "formula": "C28H21Br2MoN5S",
  "method": "ωB97M-V with the def2-TZVPD basis set",
  "species": ["Mo", "S", "C", "C", "C", "C", "C", "C", "C", "C", "C", "N", "H", "H", "H", "H", "H", "H", "Br", "C", "C", "C", "C", "C", "C", "C", "C", "C", "C", "H", "H", "H", "H", "H", "H", "Br", "C", "C", "C", "C", "C", "N", "H", "H", "H", "H", "N", "C", "C", "N", "C", "C", "N", "H", "H", "H", "H", "H"],
  "positions_angstrom": [[0.287, 0.198, -0.415], [1.405, 4.283, 1.108], [2.585, 3.881, -0.065], [2.353, 2.673, -0.649], [1.173, 2.046, -0.151], [0.573, 2.820, 0.821], [-0.617, 2.353, 1.515], [-1.304, 3.038, 2.506], [-2.429, 2.461, 3.067], [-2.850, 1.214, 2.620], [-2.122, 0.585, 1.633], [-1.024, 1.133, 1.089], [3.395, 4.566, -0.263], [3.002, 2.264, -1.410], [-0.955, 4.009, 2.830], [-2.977, 2.980, 3.842], [-3.728, 0.734, 3.026], [-2.421, -0.379, 1.249], [-1.496, -2.568, 0.042], [-0.742, -2.648, 1.788], [-1.275, -3.458, 2.746], [-0.637, -3.529, 4.002], [0.517, -2.833, 4.240], [1.088, -2.016, 3.238], [2.330, -1.346, 3.430], [2.924, -0.635, 2.427], [2.249, -0.532, 1.185], [0.999, -1.065, 0.998], [0.423, -1.892, 1.997], [-2.157, -4.051, 2.549], [-1.061, -4.163, 4.768], [1.015, -2.920, 5.197], [2.820, -1.446, 4.391], [3.893, -0.178, 2.566], [2.745, 0.012, 0.381], [0.960, 1.458, -3.563], [1.641, -0.267, -3.252], [2.290, -0.912, -4.289], [2.779, -2.187, -4.066], [2.602, -2.770, -2.820], [1.948, -2.059, -1.841], [1.465, -0.809, -2.036], [2.405, -0.419, -5.243], [3.290, -2.717, -4.859], [2.966, -3.764, -2.602], [1.791, -2.474, -0.857], [-3.813, 2.749, -2.810], [-3.097, 1.615, -2.763], [-2.117, 1.395, -1.772], [-1.420, 0.262, -1.747], [-1.669, -0.671, -2.682], [-2.641, -0.436, -3.637], [-3.344, 0.684, -3.688], [-3.670, 3.505, -2.166], [-4.499, 2.855, -3.539], [-1.900, 2.139, -1.017], [-1.097, -1.586, -2.658], [-2.851, -1.183, -4.392]],
  "lowdin_spin": [1.8030, 0.0007, -0.0013, 0.0056, -0.0070, 0.0070, 0.0108, -0.0014, 0.0113, -0.0012, 0.0106, 0.0062, -0.0001, -0.0001, -0.0001, 0.0006, -0.0003, 0.0007, 0.0033, -0.0057, 0.0118, -0.0067, 0.0098, -0.0025, 0.0478, -0.0063, 0.0499, -0.0473, 0.0069, 0.0006, -0.0006, 0.0003, 0.0021, -0.0016, 0.0044, 0.0129, 0.0144, -0.0017, 0.0135, -0.0016, 0.0108, 0.0144, -0.0001, 0.0007, -0.0002, 0.0000, -0.0024, -0.0007, 0.0079, 0.0006, 0.0110, -0.0007, 0.0085, -0.0001, -0.0001, 0.0008, 0.0006, -0.0002],
  "multiplicity": 3,
  "charge": 2,
  "lumo_energy_ev": [-6.7, -6.9],
  "e_tot_ha": -6967.29952,
  "homo_energy_ev": [-13.55, -13.87]
}



{
  "formula": "C28H21Cl2N4O5Os",
  "method": "ωB97M-V with the def2-TZVPD basis set",
  "species": ["Os", "Cl", "C", "C", "C", "C", "O", "C", "C", "N", "C", "C", "C", "C", "C", "C", "C", "C", "N", "C", "C", "H", "H", "H", "H", "H", "H", "H", "H", "H", "H", "C", "N", "C", "C", "C", "C", "C", "N", "C", "C", "C", "C", "C", "C", "H", "H", "H", "H", "H", "H", "H", "H", "H", "H", "H", "O", "Cl", "O", "O", "O"],
  "positions_angstrom": [[-0.293, 0.530, 0.181], [3.728, -3.651, 4.531], [2.564, -2.633, 3.753], [1.273, -2.513, 4.310], [0.334, -1.723, 3.716], [0.607, -1.011, 2.519], [-0.349, -0.286, 2.034], [1.921, -1.123, 1.971], [2.382, -0.446, 0.821], [1.687, 0.334, 0.037], [2.264, 0.959, -1.100], [3.601, 1.114, -1.352], [4.034, 1.709, -2.556], [3.141, 2.146, -3.490], [1.753, 2.030, -3.245], [0.756, 2.467, -4.149], [-0.560, 2.327, -3.820], [-0.902, 1.768, -2.577], [-0.002, 1.356, -1.712], [1.326, 1.456, -2.038], [2.877, -1.955, 2.620], [1.036, -3.063, 5.211], [-0.664, -1.638, 4.123], [3.424, -0.609, 0.562], [4.345, 0.783, -0.640], [5.096, 1.810, -2.733], [3.478, 2.592, -4.416], [1.051, 2.906, -5.093], [-1.347, 2.641, -4.490], [-1.937, 1.649, -2.283], [3.867, -2.051, 2.191], [-2.440, 2.595, 1.326], [-2.420, 1.360, 0.544], [-3.533, 0.844, 0.160], [-3.427, -0.393, -0.545], [-4.298, -1.534, -0.598], [-3.488, -2.609, -0.808], [-2.158, -2.044, -0.865], [-2.144, -0.734, -0.823], [-1.140, 2.586, 2.071], [-1.030, 2.333, 3.420], [0.232, 2.181, 3.988], [1.389, 2.273, 3.222], [1.285, 2.534, 1.871], [0.018, 2.659, 1.272], [-3.312, 2.647, 1.979], [-2.468, 3.450, 0.644], [-4.493, 1.283, 0.422], [-5.367, -1.532, -0.455], [-3.752, -3.653, -0.839], [-1.207, -4.143, -0.576], [-1.916, 2.232, 4.034], [0.312, 1.979, 5.048], [2.358, 2.158, 3.687], [2.173, 2.661, 1.266], [-0.050, 3.134, 0.295], [-0.762, -2.992, -2.186], [-0.476, -2.879, -0.626], [-1.169, -2.824, 0.800], [0.675, -3.779, -0.429], [0.228, -1.510, -0.625]],
  "lowdin_spin": [0.8169, 0.0026, 0.0074, 0.0033, 0.0059, 0.0121, 0.0473, 0.0130, 0.0056, 0.0008, 0.0012, -0.0018, 0.0002, -0.0012, 0.0002, -0.0012, 0.0001, -0.0024, -0.0010, 0.0008, -0.0039, -0.0001, 0.0001, -0.0006, -0.0002, 0.0000, -0.0001, -0.0001, 0.0001, -0.0004, -0.0003, 0.0151, 0.1845, 0.0039, 0.2606, 0.0332, 0.1508, 0.3681, 0.0933, -0.0034, 0.0039, -0.0065, 0.0025, -0.0019, 0.0035, 0.0024, 0.0082, -0.0009, -0.0005, 0.0062, 0.2108, 0.0003, -0.0004, 0.0002, -0.0001, 0.0006, 0.6888, 0.0800, 0.6737, 0.2756, 0.0429],
  "multiplicity": 5,
  "charge": 1,
  "lumo_energy_ev": [-3.9, -4.8],
  "e_tot_ha": -2685.04705,
  "homo_energy_ev": [-10.25, -10.39]
}